1.
Below is a 3-piece molecular cluster, C18H45FNO10P2S overall, with properties calculated with the ωB97M-V functional and the def2-TZVPD basis.

```
78
Properties=species:S:1:pos:R:3:forces:R:3
C -4.31810 4.02097 2.14812 -0.0986 0.0271 0.3242
C -4.36097 3.04117 3.32676 0.0214 -0.1841 -0.4364
C -5.14043 1.78675 2.89882 -0.3111 0.2745 0.1136
C -2.92091 2.78561 3.86347 -0.2843 0.2067 0.1826
C -2.78850 2.95890 5.39759 0.0536 -0.2618 -0.1528
C -2.34031 1.44367 3.51137 0.2457 0.2028 0.1362
O -2.12700 1.40090 2.03091 0.1526 -0.3764 0.2636
P -2.11510 0.04427 1.27155 -0.5874 0.5965 -0.6424
P -1.86615 0.51318 -0.93764 0.9839 0.5538 -0.6580
N -3.01213 1.71334 -0.94056 -0.2886 -0.4705 -0.1304
O -2.56195 -0.77186 -1.62082 -0.0537 -0.2696 0.3998
S -0.48826 -1.22888 1.90790 -0.8566 -0.5931 0.6947
O -0.99809 -2.53101 1.69485 0.1483 -0.2539 -0.4149
O -0.06561 -0.79158 3.18199 0.4794 0.3620 -0.0681
F 0.60069 -0.94915 0.84109 -0.0098 0.1936 0.0890
H -3.71945 4.89527 2.40336 0.0420 0.0338 -0.0743
H -3.88554 3.53476 1.27209 0.0429 0.0904 -0.0640
H -5.31859 4.38122 1.90904 -0.0347 -0.0944 -0.1348
H -4.94989 3.51011 4.11472 0.1917 0.0423 0.1559
H -4.95943 0.90986 3.51886 0.0222 -0.0492 0.0023
H -4.96860 1.55742 1.84325 0.1813 -0.1844 0.0407
H -6.20886 1.98719 2.98151 -0.0220 -0.0017 -0.0574
H -2.28060 3.53370 3.39284 0.0972 -0.0587 -0.0167
H -3.73513 3.25329 5.84140 0.0144 0.0744 0.0526
H -2.47499 2.03295 5.88423 -0.0636 -0.0284 0.0580
H -2.03234 3.70289 5.63483 -0.0461 0.0680 0.0611
H -1.37037 1.29729 3.97950 0.1187 0.0586 -0.1701
H -2.97578 0.60532 3.79719 -0.0932 -0.0161 -0.0959
H -3.26129 -0.69782 1.61008 0.2277 -0.2746 0.3169
H -3.98962 1.44844 -0.87865 -0.0448 0.1440 0.0258
H -2.86281 2.35907 -1.70778 -0.0049 0.1787 0.1332
H -1.90398 -1.32525 -2.07220 -0.1580 0.0544 -0.1013
C -1.71174 -2.58103 -7.56993 -0.0767 0.0299 -0.1000
O -1.77514 -1.18239 -7.39642 0.2160 -0.0049 0.1857
C -2.62523 -0.77321 -6.34847 -0.0667 -0.0143 -0.1755
C -2.11730 0.48943 -5.69104 -0.0965 0.1153 0.0045
O -0.97584 0.31558 -4.86086 -0.0765 -0.0510 0.2307
C 0.27485 0.05613 -5.49132 0.1310 -0.1022 0.0481
C 0.86459 1.23075 -6.23531 0.0821 0.0145 -0.1590
O 0.18608 1.45729 -7.45241 -0.2401 0.0241 0.1427
C 0.17468 2.81018 -7.85160 0.0892 -0.0364 -0.0812
H -2.64602 -2.97936 -7.97961 -0.0051 -0.0274 0.0377
H -0.90532 -2.78348 -8.27122 -0.0219 0.0085 -0.0331
H -1.49147 -3.08893 -6.62359 -0.0148 -0.0074 0.0007
H -2.71711 -1.56532 -5.59378 0.0162 0.0001 0.0160
H -3.62594 -0.56677 -6.75258 -0.0578 -0.0547 0.1009
H -2.90430 0.83549 -5.01460 0.0028 0.0065 0.0012
H -1.95134 1.27244 -6.43248 0.0687 -0.1024 -0.0777
H 0.21723 -0.82237 -6.13567 -0.0583 0.0900 -0.1008
H 0.95563 -0.17816 -4.66945 -0.0113 -0.0009 0.0088
H 1.91984 1.00792 -6.44345 0.0365 0.0595 0.0911
H 0.82197 2.12298 -5.59818 -0.0160 -0.0018 0.0208
H -0.19006 3.45879 -7.04641 0.0175 0.0063 0.0045
H -0.50095 2.89186 -8.70017 0.0262 -0.0155 -0.0288
H 1.17017 3.14912 -8.15746 0.0000 0.0295 0.0317
C 7.01320 -3.96335 1.72118 0.0775 -0.0380 0.0869
O 6.54068 -3.25364 2.84377 -0.2395 0.0604 -0.1335
C 6.88265 -1.88068 2.83424 0.1260 -0.1095 0.0759
C 5.81356 -1.04571 3.49740 0.0737 0.0724 0.1165
O 4.62821 -0.88858 2.73102 -0.0458 0.1140 -0.0340
C 3.75541 -1.99344 2.61567 -0.0620 -0.0910 -0.1287
C 2.97824 -2.31992 3.87116 -0.0579 -0.1644 0.0784
O 3.79462 -2.96097 4.82592 0.1613 0.1985 0.0026
C 3.43576 -2.68108 6.15992 -0.0399 -0.0986 -0.0065
H 8.10157 -4.08453 1.74874 0.0044 0.0219 -0.0414
H 6.54993 -4.94795 1.74103 0.0284 -0.0169 0.0274
H 6.73506 -3.46121 0.78732 0.0183 0.0042 -0.0031
H 7.03209 -1.52823 1.80691 -0.0253 0.0055 -0.0078
H 7.82033 -1.73801 3.38787 0.0419 0.0692 -0.0782
H 6.21249 -0.03465 3.60131 -0.0157 0.0087 0.0022
H 5.59465 -1.42157 4.49874 -0.0056 -0.1186 -0.0607
H 4.27034 -2.88101 2.24130 0.0361 -0.0173 0.1308
H 3.02894 -1.68807 1.85624 0.0113 -0.0193 -0.0179
H 2.14811 -2.99399 3.60611 -0.0739 0.0989 -0.0303
H 2.55305 -1.39506 4.28081 0.0201 0.0126 0.0121
H 3.36608 -1.60113 6.33393 -0.0166 0.0003 0.0000
H 4.21695 -3.08774 6.79824 -0.0118 -0.0397 -0.0005
H 2.48092 -3.14841 6.42751 -0.0152 0.0364 0.0078
```
Positions in Å, forces in eV/Å.

Computed properties:
**Charge**: +1
**HOMO energy**: -10.77 eV
**F_max**: 0.0254 Eh/bohr
**Spin multiplicity**: 1
**Orbital gap**: 0.260 hartree
**E**: -73481.0970 eV

Mulliken atomic charge list, values in e, 2 entries: number 1, C, carries -1.488; number 2, C, carries 0.459


2.
Below is C39H33IN11O3S3Ti as an isolated structure, with properties calculated with the ωB97M-V functional and the def2-TZVPD basis.

```
91
Properties=species:S:1:pos:R:3:forces:R:3
Ti 1.27442 -1.99620 1.47079 -0.2942 -0.2350 0.1237
C -1.88591 0.84455 5.43481 -0.0590 0.0280 0.0199
S -0.18943 0.41416 5.83638 0.0089 0.0342 -0.0210
C 0.17513 -0.83378 4.62826 0.1296 -0.0789 0.0266
S -0.99437 -1.50583 3.61963 -0.0302 -0.0234 -0.0618
N 1.44605 -1.14316 4.68635 -0.0828 0.0203 0.0201
N 1.86554 -2.00483 3.70304 -0.0452 -0.0221 -0.0339
C 2.72965 -2.86070 4.09585 0.0714 0.0073 -0.0087
C 3.37051 -3.73866 3.12983 -0.0327 0.0126 0.0962
C 4.35286 -4.63667 3.52737 0.0186 -0.0111 -0.0072
C 4.98087 -5.40486 2.56469 0.0134 -0.0062 0.0449
C 4.61457 -5.23610 1.24161 0.0007 0.0025 -0.0585
C 3.62088 -4.32146 0.93007 -0.0198 0.0115 0.0521
N 2.98663 -3.60122 1.85639 0.1182 -0.0244 -0.1245
H -2.17073 1.60198 6.16621 -0.0260 0.0048 -0.0154
H -1.96034 1.25286 4.42884 0.0275 0.0001 0.0225
H -2.54335 -0.01809 5.51469 0.0229 -0.0049 0.0232
H 3.01535 -2.90250 5.14317 0.0057 0.0044 0.0086
H 4.61834 -4.70503 4.57404 0.0045 -0.0054 -0.0061
H 5.75372 -6.11100 2.84103 -0.0011 0.0035 0.0004
H 5.08841 -5.79121 0.44426 -0.0003 0.0012 0.0070
H 3.33036 -4.15105 -0.09712 0.0040 -0.0135 -0.0091
C -2.93455 9.73459 -4.22107 -0.0023 -0.0105 0.0001
O -3.53082 8.46781 -4.40950 0.0054 0.0029 0.0062
C -3.06571 7.43721 -3.64499 -0.0068 0.0192 -0.0107
C -3.67236 6.20233 -3.85358 0.0040 -0.0112 -0.0001
C -3.26701 5.10081 -3.12599 -0.0119 0.0051 -0.0024
C -2.24917 5.19946 -2.17561 -0.0030 -0.0031 0.0036
C -1.65373 6.43919 -1.97811 0.0053 0.0080 -0.0102
C -2.05188 7.55478 -2.70125 0.0027 -0.0078 0.0093
C -1.78376 4.04849 -1.39488 -0.0053 -0.0202 -0.0019
N -0.80607 4.08372 -0.51998 0.0099 0.0214 0.0017
C -0.67382 2.78969 -0.07080 0.0098 -0.0035 0.0185
C -1.59902 1.97416 -0.67671 0.0046 -0.0041 -0.0112
N -2.31403 2.79418 -1.51448 -0.0238 0.0286 0.0117
C -1.72676 0.56589 -0.44499 -0.0120 0.0189 -0.0169
C -2.72819 -0.25264 -0.91999 0.0017 -0.0501 0.0181
C -2.66964 -1.62367 -0.57886 -0.0210 0.0169 -0.0139
C -1.59398 -2.10264 0.11677 0.0397 0.0120 0.0243
N -0.56455 -1.33927 0.55038 -0.0305 0.1283 -0.1173
C -0.68939 0.01760 0.34965 0.0330 -0.0335 0.0350
C 0.25618 0.83069 1.00103 0.0371 0.0124 -0.0349
N 1.16106 0.17603 1.79308 0.0320 0.1076 0.0780
C 2.02505 0.91295 2.48965 -0.0255 -0.0343 -0.0234
C 2.08285 2.29605 2.42296 0.0070 0.0163 -0.0014
C 1.20825 2.97200 1.57626 0.0028 -0.0020 0.0236
C 0.28161 2.24637 0.85668 -0.0007 -0.0272 -0.0321
H -3.43394 10.41024 -4.91036 -0.0008 -0.0001 -0.0007
H -1.86560 9.71116 -4.44977 0.0018 -0.0017 -0.0005
H -3.07484 10.09423 -3.19810 -0.0012 -0.0010 0.0022
H -4.46118 6.12838 -4.59057 0.0028 -0.0019 0.0028
H -3.76076 4.15400 -3.30935 0.0005 0.0013 0.0059
H -0.86365 6.51714 -1.24339 -0.0017 -0.0018 -0.0010
H -1.56441 8.50133 -2.51891 0.0012 0.0035 0.0001
H -2.94840 2.47195 -2.22355 0.0131 -0.0190 -0.0186
H -3.53488 0.13958 -1.52744 0.0036 0.0017 0.0009
H -3.44311 -2.31255 -0.88981 -0.0032 0.0065 -0.0017
H -1.53472 -3.15679 0.34438 0.0000 -0.0083 -0.0033
H 2.71029 0.36999 3.12279 0.0189 0.0123 0.0057
H 2.81767 2.82146 3.01588 -0.0052 0.0048 -0.0025
H 1.23663 4.04958 1.47165 0.0038 -0.0054 0.0056
N -1.49823 1.01205 -4.16659 -0.0191 0.0091 -0.0003
C -0.81236 -0.11844 -3.68410 0.0283 -0.0153 0.0152
C -1.35751 -1.38945 -3.84122 0.0027 -0.0023 -0.0066
C -0.73330 -2.49396 -3.28638 -0.0120 -0.0135 -0.0224
C 0.45441 -2.34160 -2.58838 0.0241 0.0201 0.0093
C 1.02241 -1.08239 -2.45743 0.0287 0.0048 0.0272
C 0.38995 0.02480 -2.99230 -0.0294 0.0113 -0.0271
S 1.24307 -3.77134 -1.90072 -0.0009 0.0082 -0.0153
O 2.65868 -3.62944 -2.16262 -0.0153 0.0036 0.0055
O 0.56237 -4.91350 -2.44985 -0.0079 0.0033 0.0106
N 1.00676 -3.58990 -0.31296 0.0498 -0.0301 -0.0008
C 0.53860 -4.54193 0.51627 -0.0345 0.0002 0.0137
N 0.28121 -4.00272 1.73936 0.0829 0.0826 0.0510
C -0.16280 -4.78105 2.71014 -0.0132 0.0017 -0.0571
C -0.37711 -6.13160 2.49490 -0.0105 -0.0055 0.0037
C -0.06682 -6.60113 1.22482 -0.0091 -0.0068 0.0165
N 0.39245 -5.84650 0.23851 -0.0009 0.0236 0.0009
H -2.01661 0.83370 -5.01390 0.0045 -0.0014 -0.0005
H -0.90460 1.82169 -4.27523 0.0033 -0.0009 -0.0049
H -2.29611 -1.50808 -4.37171 0.0024 0.0020 0.0037
H -1.15942 -3.48277 -3.38939 0.0011 0.0052 0.0005
H 1.96302 -0.96735 -1.93765 -0.0005 -0.0116 0.0072
H 0.82210 1.01093 -2.85783 -0.0041 -0.0051 -0.0033
H -0.35322 -4.28596 3.65622 0.0035 -0.0098 0.0094
H -0.75051 -6.78178 3.27155 0.0009 -0.0032 -0.0051
H -0.18574 -7.65583 0.99002 0.0029 0.0066 -0.0041
I 4.89678 -0.91790 1.39069 0.0273 0.0412 -0.0225
C 3.02693 -1.25390 0.31125 -0.0386 -0.0210 -0.0599
H 3.35490 -1.92315 -0.48604 0.0210 0.0039 0.0080
H 2.86187 -0.26820 -0.12877 -0.0073 0.0124 0.0000
```
Positions in Å, forces in eV/Å.

Computed properties:
**Charge**: -1
**Energy above the lowest of the compared OMol25 structures with the same formula, charge and spin**: 0.0 kJ/mol
**HOMO energy (spin up / spin down)**: -2.40 / -5.02 eV
**F_max**: 0.0077 Eh/bohr
**Spin multiplicity**: 3
**Orbital gap (spin up / spin down)**: 0.162 / 0.258 hartree
**E**: -127239.3348 eV

Mulliken atomic charge list, values in e, 2 entries: number 1, Ti, carries 0.434; number 2, C, carries -0.744


3.
Below is an isolated ion of composition C7H6NO4S and charge -1, with properties calculated with the ωB97M-V functional and the def2-TZVPD basis.

```
19
Properties=species:S:1:pos:R:3:forces:R:3
C -2.71814 0.00792 -0.60257 -0.6998 0.4239 1.2046
C -1.70257 -0.13374 -1.49439 0.4272 0.1096 1.1917
C -2.46933 0.16097 0.76619 1.0734 -0.0696 0.3250
C -0.41651 -0.11042 -1.12585 2.3430 -0.4521 0.7793
C -1.08245 0.08142 1.14057 -1.7642 1.1255 3.0281
C -0.05859 -0.05160 0.22790 -0.6637 0.2753 0.4791
C 1.31742 -0.03766 0.66409 3.0747 -2.1022 -2.2570
N 2.02543 -1.50621 0.02478 -0.1312 0.1767 -0.0373
O 2.73440 -2.17684 0.78199 -0.9150 1.2001 -0.6831
O 3.80741 1.36098 -0.03421 -0.2752 -0.4623 -0.0961
O 1.81892 -1.85375 -1.15454 0.2626 0.8419 1.8765
O 1.89143 2.52474 0.89461 -0.3590 0.3304 0.1232
S 2.36775 1.62472 -0.16356 -0.0785 -0.3228 0.2576
H -3.61914 0.07037 -1.16052 -1.5083 0.0142 0.6884
H -1.94971 -0.25628 -2.47285 -0.5844 -0.2262 -2.7842
H -3.24002 0.34196 1.57219 0.8755 -0.2895 -1.2699
H 0.39010 -0.25683 -1.81272 0.1108 0.1542 -0.4774
H -0.82944 0.27972 2.28454 -0.4501 -0.6799 -2.5785
H 1.73303 -0.06946 1.66435 -0.7376 -0.0470 0.2301
```
Positions in Å, forces in eV/Å.

Computed properties:
**Charge**: -1
**Energy above the lowest of the compared OMol25 structures with the same formula, charge and spin**: 201.9 kJ/mol
**HOMO energy**: -4.15 eV
**F_max**: 0.0847 Eh/bohr
**Spin multiplicity**: 1
**Orbital gap**: 0.275 hartree
**E**: -27868.9777 eV

natural (NBO) atomic charge list, values in e, 2 entries: number 1, C, carries -0.233; number 2, C, carries -0.228


4.
Below is an isolated molecule of C5H11NO2, with properties calculated with the ωB97M-V functional and the def2-TZVPD basis.

```
19
Properties=species:S:1:pos:R:3:forces:R:3
C -2.08553 0.18170 0.38283 0.4607 0.2298 -1.1360
C -0.63957 -0.18947 0.73693 -0.2599 1.1817 1.9916
C -0.32651 0.16307 2.22283 -0.0847 -0.8043 0.2250
C 0.35178 0.58660 -0.16047 -2.0090 0.2555 -1.2298
N 1.16883 -0.37117 -0.84945 0.8593 0.0378 -0.2749
C 1.67298 -0.17962 -2.09607 -0.6010 -1.2136 0.6715
O 1.66821 0.86241 -2.67715 0.4034 0.6835 -0.6324
O 2.09079 -1.39702 -2.62512 0.4949 0.7896 0.3611
H -2.27255 -0.14987 -0.64783 -0.2652 -0.4024 0.2870
H -2.20292 1.26706 0.25688 0.1017 -0.0829 0.6224
H -2.83180 -0.20408 1.07045 -0.0251 -0.0883 0.0149
H -0.55105 -1.28307 0.79394 0.3111 0.2079 -1.1357
H -0.51891 -0.72815 2.84933 -0.2226 0.5210 -0.0768
H -0.92335 0.99701 2.60223 0.2264 0.0188 -0.0535
H 0.74341 0.34951 2.35263 -0.1444 0.2460 0.0042
H -0.23855 1.16188 -0.92117 0.3791 -0.7391 0.2118
H 0.80636 1.43950 0.35853 0.7559 -0.7248 0.2759
H 1.22493 -1.29544 -0.46630 0.0623 -0.1049 -0.0306
H 2.86345 -1.21084 -3.18304 -0.4428 -0.0111 -0.0957
```
Positions in Å, forces in eV/Å.

Computed properties:
**Energy above the lowest of the compared OMol25 structures with the same formula, charge and spin**: 43.6 kJ/mol
**HOMO energy**: -9.80 eV
**F_max**: 0.0461 Eh/bohr
**Spin multiplicity**: 1
**Orbital gap**: 0.389 hartree
**SMILES**: CC(C)CNC(=O)O
**E**: -10948.8155 eV

natural (NBO) atomic charge list, values in e, 2 entries: number 1, C, carries -0.605; number 2, C, carries -0.232


5.
Below is an isolated molecule of C6H13NOSi, with properties calculated with the ωB97M-V functional and the def2-TZVPD basis.

```
22
Properties=species:S:1:pos:R:3:forces:R:3
C -2.60201 -0.53089 -1.52956 1.6935 2.0139 -0.9675
C -2.29032 -0.67732 -0.25374 -0.7437 -0.4061 1.8041
Si -0.60975 -0.13489 0.37105 0.9023 -3.1635 0.4445
C -0.37770 -0.10944 2.29412 -2.4700 0.1728 -2.9897
C 0.19048 1.37076 -0.37199 -0.7121 -1.3584 -2.6673
C 1.66661 1.13460 -0.11184 -0.3943 1.3977 3.4173
C 2.26533 -0.09880 -0.68282 -0.8466 -0.4481 0.4937
O 1.84242 -1.32512 -0.10981 -0.4384 -0.8384 -0.2079
N 0.44156 -1.60035 -0.27697 -1.4449 3.0645 0.3581
H -3.51952 -0.88388 -1.85721 -1.6341 -0.6474 -0.9572
H -2.00242 0.10922 -2.30104 -0.8604 -1.4978 1.5770
H -3.07107 -1.20246 0.44968 1.6383 0.9058 -1.4367
H -0.53829 0.86815 2.60499 0.2827 2.1305 0.7062
H -1.19933 -0.61265 2.74803 -0.2138 -1.1544 0.4633
H 0.57477 -0.45467 2.44662 2.1497 -1.0144 0.9431
H -0.17770 2.28182 -0.00287 -0.3445 1.2366 0.9975
H -0.16160 1.39879 -1.44340 0.7915 -0.1411 0.5664
H 1.58282 1.16903 1.04543 1.1651 -0.5360 -1.3953
H 2.37027 1.94822 -0.30836 -0.4070 0.2732 -0.4647
H 2.11570 0.07729 -1.73327 -0.1700 -1.0284 -1.0538
H 3.29870 -0.15374 -0.48365 1.3649 0.2494 0.1404
H 0.20103 -2.57369 -0.49339 0.6919 0.7898 0.2286
```
Positions in Å, forces in eV/Å.

Computed properties:
**Energy above the lowest of the compared OMol25 structures with the same formula, charge and spin**: 479.0 kJ/mol
**HOMO energy**: -8.02 eV
**F_max**: 0.0755 Eh/bohr
**Spin multiplicity**: 1
**Orbital gap**: 0.329 hartree
**SMILES**: C=C[Si@]1(C)CCCON1
**E**: -17845.1318 eV

natural (NBO) atomic charge list, values in e, 2 entries: number 1, C, carries -0.334; number 2, C, carries -0.685